(1)
The following is a DFT calculation (ωB97M-V with the def2-TZVPD basis set) of a molecular structure, C28H76O12Zr in a non-equilibrium geometry.

Structure (XYZ):
```
117
Properties=species:S:1:pos:R:3:forces:R:3:mulliken_charge:R:1
Zr 9.5033 14.4671 -8.4539 -2.18 -2.51 0.56 -0.408
C 11.5771 10.5789 -9.2947 -1.60 0.53 0.44 -0.551
C 10.0732 10.9981 -9.2062 -1.14 -0.02 0.74 0.496
C 9.2972 10.1387 -8.1472 0.81 0.70 -0.19 -1.424
O 9.8642 12.4267 -9.0874 0.22 0.79 0.96 -0.503
H 12.0691 10.8694 -8.3664 0.31 0.83 -0.35 0.056
H 11.8680 11.0418 -10.2376 0.99 -0.10 0.41 -0.210
H 11.7538 9.5035 -9.2746 -0.49 -0.17 -0.61 0.558
H 9.5632 10.7006 -10.1225 0.25 0.09 -0.57 0.000
H 8.2225 10.3203 -8.1305 0.12 0.30 -0.07 0.217
H 9.7152 10.3050 -7.1544 -0.11 0.07 0.17 0.179
H 9.4365 9.0849 -8.3886 0.09 -0.08 -0.08 0.502
C 6.5803 12.2771 -6.4626 1.23 0.48 0.53 -1.194
C 6.6267 13.8208 -6.4786 0.17 -0.03 -0.25 0.422
C 6.6747 14.4843 -5.0832 -0.12 -0.43 -0.55 -1.276
O 7.5905 14.3673 -7.3732 1.70 -0.42 -0.47 -0.583
H 5.8967 11.9314 -5.6871 -0.44 -0.02 -0.33 0.476
H 7.5417 11.8630 -6.1587 0.31 0.04 -0.07 0.109
H 6.3754 11.8816 -7.4574 -0.30 0.04 0.11 0.268
H 5.6161 14.0464 -6.8192 -0.18 0.55 -0.55 0.161
H 5.9426 14.0038 -4.4341 0.05 -0.18 0.13 0.499
H 6.3260 15.5123 -5.1812 0.37 0.18 0.00 0.306
H 7.6594 14.4325 -4.6187 0.04 0.06 -0.04 0.077
C 7.7294 14.0777 -12.4588 -0.15 -0.25 0.71 -1.031
C 7.4069 15.0217 -11.2788 1.46 -0.04 -0.21 1.303
C 6.0310 14.8212 -10.7205 -0.75 0.09 0.55 -1.549
O 8.4380 15.0094 -10.2840 0.46 -0.48 1.07 0.190
H 7.8314 13.0524 -12.1033 -0.12 -0.16 0.06 0.200
H 8.6578 14.3162 -12.9776 0.00 0.24 0.21 -0.246
H 6.9063 14.1302 -13.1715 0.00 -0.08 -0.14 0.518
H 7.3471 15.9953 -11.7652 0.43 0.63 0.13 -0.533
H 5.7350 15.6776 -10.1147 0.36 -0.05 0.56 0.241
H 5.9413 13.9111 -10.1275 -0.03 -0.02 0.01 0.252
H 5.2500 14.8614 -11.4799 0.16 -0.47 -0.45 0.467
C 10.8736 15.2610 -4.2882 0.68 -1.18 -0.42 -1.415
C 11.1754 14.1168 -5.3357 0.44 0.22 0.46 0.828
C 10.7156 12.7063 -4.8798 -0.38 1.23 -0.43 -0.990
O 10.8057 14.4132 -6.6324 -2.10 0.33 -2.32 -0.085
H 9.8204 15.4901 -4.1257 -0.02 -0.03 -0.22 0.212
H 11.4565 16.1508 -4.5261 -0.30 0.18 -0.35 0.168
H 11.3059 14.9261 -3.3453 -0.18 -0.10 0.26 0.506
H 12.2624 14.0526 -5.3860 0.57 0.08 0.42 -0.164
H 9.6277 12.7319 -4.9422 -0.16 -0.41 0.08 0.035
H 11.0260 12.4776 -3.8602 0.05 -0.01 -0.02 0.450
H 11.1120 11.9743 -5.5834 -0.08 -0.07 0.06 0.070
C 8.0945 18.3548 -6.9372 -0.37 1.08 0.07 -1.436
C 9.1752 17.3276 -6.7728 -0.16 -0.73 1.91 0.748
O 9.5283 16.6936 -8.0021 -0.48 0.26 1.20 1.561
H 8.4962 19.2890 -7.3294 0.04 -0.02 -0.51 0.374
H 7.6854 18.6849 -5.9823 0.10 -0.38 0.31 0.447
H 7.2321 18.0560 -7.5331 0.22 -0.32 -0.07 0.197
H 8.8798 16.6019 -6.0150 -0.11 -0.44 -0.51 -0.192
H 10.0595 17.7806 -6.3246 0.24 0.20 -0.23 -0.056
H 9.5325 17.4955 -8.5299 0.72 -0.26 -2.04 -0.409
C 12.8121 13.9121 -11.0527 0.14 -0.95 -0.91 -1.408
C 11.6377 14.8194 -10.8806 -0.03 -0.68 -1.15 1.605
O 11.4130 15.0679 -9.5253 -1.15 -0.03 0.68 1.699
H 12.7976 13.7063 -12.1230 0.73 0.13 -0.24 0.420
H 12.6756 12.9216 -10.6187 -0.29 0.19 0.44 0.117
H 13.7827 14.2690 -10.7082 -0.08 0.36 -0.18 0.372
H 10.7631 14.3314 -11.3106 -0.17 0.12 0.23 -0.601
H 11.7684 15.7460 -11.4398 0.07 0.13 0.10 -0.353
H 12.2160 15.5103 -9.2408 0.34 0.67 1.02 -0.539
C 6.6300 19.0109 -11.7082 0.60 -0.11 0.08 -0.967
C 6.8156 19.2272 -10.2084 -1.42 0.22 -0.72 0.268
O 7.8743 20.1538 -9.9508 0.19 -0.40 0.05 -0.632
H 5.8209 18.3358 -11.9868 -0.18 0.03 0.40 0.353
H 7.5381 18.5278 -12.0689 0.13 0.19 -0.31 -0.022
H 6.4705 19.9644 -12.2118 0.10 -0.02 -0.08 0.362
H 6.9674 18.2616 -9.7260 0.46 0.17 0.19 -0.406
H 5.8915 19.6495 -9.8135 -0.08 -0.09 0.27 0.634
H 7.5117 21.0243 -9.7708 0.03 -0.08 -0.04 0.304
C 11.6600 10.2501 -13.2142 -0.38 0.16 -0.03 -1.347
C 10.8107 11.5340 -13.1692 -0.33 -1.68 1.11 0.677
O 11.2041 12.3875 -14.1722 0.94 1.66 -1.04 -0.490
H 12.7007 10.4728 -12.9786 0.00 0.15 -0.01 0.321
H 11.6328 9.8430 -14.2250 -0.01 -0.15 -0.09 0.463
H 11.3354 9.4653 -12.5310 -0.20 0.13 0.06 0.323
H 10.9379 11.9900 -12.1873 0.06 0.42 -0.14 -0.472
H 9.7382 11.3952 -13.3051 -0.16 -0.68 0.34 0.250
H 11.1457 11.9297 -15.0140 0.02 0.02 -0.08 0.261
C 11.8059 19.8621 -9.7505 0.90 -0.34 0.01 -1.402
C 11.1221 18.8388 -10.6164 0.85 0.61 -0.67 0.248
O 9.9872 18.4123 -9.9541 -1.20 -0.92 0.01 -0.198
H 11.9257 19.4884 -8.7336 -0.13 0.11 0.06 0.061
H 11.1949 20.7644 -9.7748 0.15 0.07 0.25 0.381
H 12.8011 20.0779 -10.1392 0.08 0.30 -0.04 0.455
H 11.6699 17.9622 -10.9624 0.45 -0.12 0.74 0.081
H 10.9726 19.3516 -11.5666 -0.89 0.01 -0.26 0.214
H 9.2706 19.0447 -10.0441 -0.16 0.60 -0.09 -0.107
C 10.3997 17.2150 -13.6657 0.68 -0.41 0.58 -0.492
C 10.4928 15.9592 -14.4852 -0.25 -0.22 -0.72 -0.358
O 11.6074 15.1908 -14.1070 0.75 0.61 0.51 -0.527
H 11.3914 17.6582 -13.5750 0.10 0.20 -0.32 0.346
H 10.1670 16.9037 -12.6473 -0.62 0.42 0.13 -0.195
H 9.7164 17.9303 -14.1234 -0.15 -0.04 0.36 0.405
H 10.5837 16.2517 -15.5313 0.04 -0.12 -0.33 0.389
H 9.5676 15.3912 -14.3875 -0.07 -0.07 -0.06 0.222
H 11.4805 14.2394 -14.1211 -0.52 -0.31 -0.24 0.361
C 14.3678 12.7258 -7.4018 0.11 -0.38 0.21 -0.540
C 14.9603 11.3070 -7.3911 -1.45 1.21 0.18 -0.531
O 16.3428 11.3757 -7.5807 0.50 -0.44 -0.05 -0.525
H 13.2801 12.6655 -7.3642 -0.09 0.10 -0.02 0.095
H 14.6513 13.2637 -8.3065 0.02 -0.15 -0.15 0.171
H 14.7032 13.3294 -6.5584 0.09 -0.12 0.12 0.441
H 14.4182 10.7519 -8.1566 0.33 -0.27 -0.41 0.239
H 14.7338 10.7993 -6.4535 -0.10 0.10 0.28 0.360
H 16.6579 10.5423 -7.2234 0.55 0.04 -0.17 0.328
C 13.4261 17.8928 -6.6054 -0.88 0.75 -0.53 -0.975
C 13.8167 16.6568 -7.3894 0.47 0.59 0.72 0.513
O 13.3262 16.7575 -8.7432 0.15 -0.62 0.73 -0.454
H 13.5693 18.8010 -7.1907 0.69 0.09 -0.12 0.400
H 13.8951 18.0410 -5.6326 0.01 -0.35 -0.06 0.398
H 12.3398 17.9266 -6.5217 -0.14 -0.37 0.49 -0.097
H 13.4261 15.7907 -6.8551 -0.46 -0.24 -0.70 -0.428
H 14.8989 16.5334 -7.3492 0.17 0.00 -0.44 0.444
H 13.8467 17.4145 -9.2112 0.05 0.04 -0.02 0.244
```
Forces are in eV/Å.

As for the LUMO energy: 0.0117 hartree. Its spin multiplicity is 1. The HOMO-LUMO gap is 8.41 eV. The relative energy (zero: lowest compared OMol25 entry of this formula, charge and spin) is 0.000 eV. The calculation puts the max |F| at 3.4 eV/A. The value obtained for the HOMO energy is -8.092 eV.

***

(2)
The following is a DFT calculation (ωB97M-V with the def2-TZVPD basis set) of a molecular structure, C28H77Cu4N7O15S2 in a non-equilibrium geometry.

Structure (XYZ):
```
133
Properties=species:S:1:pos:R:3:forces:R:3:mulliken_charge:R:1
Cu -1.0141 -2.8227 -1.7517 -0.69 1.12 -0.32 0.020
Cu -3.6704 0.1301 -1.7845 0.24 0.00 0.14 0.255
Cu 0.5268 -0.9886 1.8481 -0.09 0.48 0.48 2.574
Cu 0.4399 -1.5319 -4.1639 -0.86 0.41 0.50 0.258
S -2.9246 -1.9393 -3.7330 -1.56 0.23 -1.25 0.811
O -2.9757 -0.4673 -3.8955 0.26 -0.12 0.67 -0.719
O -3.7357 -2.6024 -4.7198 0.10 -0.22 0.02 -0.707
O -1.4886 -2.4302 -3.8933 1.67 -0.21 0.76 -0.956
O -3.3729 -2.2542 -2.3427 1.06 -0.41 0.22 -0.821
S -0.3720 -0.0575 -0.8844 -1.37 -0.49 -0.07 0.417
O -0.8921 -1.2197 -0.0685 0.48 -0.63 0.27 0.005
O -1.4506 0.9203 -1.0816 0.47 -0.15 0.26 0.872
O 0.7623 0.5115 -0.1346 0.06 0.03 -0.58 -1.309
O 0.0111 -0.6612 -2.1850 0.88 0.18 -0.12 1.015
C 4.4137 0.6876 2.2791 0.27 -0.16 -0.43 -1.666
C 4.3357 -0.2292 1.0539 -1.28 0.60 0.19 0.687
C 5.2922 -1.3851 1.1918 -0.28 -0.42 0.26 -0.416
O 6.6204 -0.9573 1.2503 0.15 0.12 -0.32 -0.426
C 7.5075 -2.0536 1.3365 -0.31 0.16 0.32 -0.683
N 2.9635 -0.8162 0.9857 0.76 -0.51 -0.35 1.198
H 4.4498 0.0386 3.1573 0.13 0.25 0.19 0.398
H 3.5554 1.3541 2.3665 -0.12 -0.08 -0.18 0.275
H 5.3054 1.3119 2.2133 0.06 -0.13 0.27 0.452
H 4.5053 0.3641 0.1441 0.37 -0.16 0.07 0.317
H 5.1453 -2.1292 0.3892 0.06 0.20 -0.12 0.118
H 5.0027 -1.9059 2.1276 0.17 0.01 -0.09 0.248
H 7.3181 -2.5761 2.2829 0.20 -0.17 -0.10 0.303
H 8.5192 -1.6622 1.3240 0.07 -0.01 0.00 0.283
H 7.3625 -2.7474 0.5009 0.03 -0.01 0.00 0.246
H 2.3175 -0.1679 0.5413 0.20 0.29 0.04 -0.445
H 3.0250 -1.5646 0.2884 -0.23 0.00 0.19 -0.835
C -3.3660 4.0913 -4.7286 0.01 -0.08 0.14 -1.688
C -3.1415 3.2509 -3.4621 -0.44 0.57 -0.35 0.986
C -4.4891 2.8080 -2.9035 0.01 -0.03 0.24 -1.257
O -4.3608 2.1807 -1.6161 0.23 -0.31 -0.65 -0.121
C -4.2301 3.0442 -0.5278 -0.66 0.34 1.07 -0.530
N -2.2226 2.1790 -3.7367 0.58 -0.23 0.20 -0.024
H -3.9314 5.0032 -4.5198 -0.12 -0.11 -0.03 0.393
H -3.8794 3.5064 -5.4957 -0.02 0.05 0.00 0.370
H -2.3973 4.3906 -5.1253 0.00 -0.05 -0.04 0.213
H -2.7249 3.9508 -2.7240 0.27 -0.28 0.03 0.216
H -4.9462 2.0326 -3.5214 0.05 0.13 -0.20 0.359
H -5.1681 3.6692 -2.8378 -0.04 -0.13 0.14 0.387
H -3.4193 3.7807 -0.5497 0.11 -0.20 -0.48 0.239
H -4.0863 2.4395 0.3666 0.10 -0.16 -0.12 -0.153
H -5.1785 3.5825 -0.3765 0.15 0.11 -0.12 0.359
H -1.7850 1.8174 -2.8909 -0.15 0.18 -0.08 -0.470
H -2.6568 1.3561 -4.1533 -0.04 0.39 -0.10 0.486
C -2.1468 1.6411 2.3427 -0.10 0.82 -0.53 -0.704
C -1.0128 1.8025 3.3277 0.34 0.01 -0.51 0.516
C -1.2419 0.9899 4.5703 0.97 -0.88 1.09 -0.647
O -2.4800 1.1344 5.2119 -0.11 0.11 -0.41 -0.311
C -2.7272 2.4398 5.6682 -0.33 0.14 0.60 -0.747
N 0.2354 1.3183 2.6732 -0.27 0.42 -0.51 -0.279
H -3.0768 2.0319 2.7604 -0.11 -0.49 0.08 0.744
H -2.2370 0.6244 1.9585 -0.15 -0.08 0.31 -0.597
H -1.9604 2.2689 1.4636 0.17 -0.08 0.03 0.183
H -0.9015 2.8669 3.5662 -0.09 -0.05 0.06 0.438
H -0.4350 1.1487 5.3177 -0.07 0.44 -0.19 0.379
H -1.0942 -0.0730 4.3402 -0.49 0.07 -0.29 -0.191
H -1.9728 2.7806 6.3934 0.11 -0.10 -0.18 0.294
H -3.6769 2.3930 6.2027 0.00 0.08 -0.09 0.273
H -2.8146 3.1912 4.8763 0.06 -0.15 -0.10 0.310
H 0.1664 1.6588 1.7102 0.15 -0.18 0.06 -0.450
H 1.0344 1.8516 3.0143 -0.05 -0.30 0.26 0.311
C 4.6972 -3.3318 -2.6026 -0.24 -0.62 -0.03 -1.741
C 3.7897 -2.1178 -2.6727 -0.59 -0.18 1.09 1.214
C 3.3934 -1.8208 -4.1071 1.13 -0.22 -0.04 -1.434
O 2.5348 -0.7105 -4.2678 -0.43 -0.26 -0.18 -0.159
C 3.1375 0.5557 -3.9364 -0.43 -0.15 -0.29 0.068
N 2.6056 -2.3548 -1.7916 -0.57 0.31 -1.13 0.149
H 5.7247 -3.1535 -2.9135 -0.03 0.13 -0.08 0.416
H 4.2871 -4.1490 -3.2108 0.10 0.13 -0.11 0.394
H 4.6961 -3.7344 -1.5888 0.15 0.23 0.08 0.369
H 4.2942 -1.2724 -2.1925 0.10 0.08 -0.33 0.070
H 2.9183 -2.7154 -4.5240 -0.31 0.19 0.02 0.377
H 4.3178 -1.6896 -4.6911 -0.14 0.23 -0.05 0.377
H 3.2374 0.6656 -2.8568 -0.01 0.08 -0.02 -0.043
H 2.4757 1.3127 -4.3461 -0.11 0.09 0.23 -0.229
H 4.1028 0.6743 -4.4362 0.04 -0.28 0.10 0.409
H 1.9938 -3.0383 -2.2634 0.45 -0.23 0.28 0.372
H 1.9921 -1.5307 -1.8788 0.30 0.00 0.37 -0.696
C 2.5588 3.4176 -1.0841 -0.02 0.30 -0.30 -1.031
C 1.1661 3.9815 -1.3286 -0.01 0.04 0.40 0.090
C 0.6497 3.6819 -2.7232 -0.28 0.32 0.17 0.201
O 1.3835 4.3508 -3.7163 0.81 0.04 0.25 -0.461
C 0.9216 4.0369 -4.9948 -0.32 -0.57 -0.26 0.005
N 0.2632 3.3926 -0.3233 -0.39 -0.84 -0.58 -0.240
H 3.2828 3.9205 -1.7281 0.03 -0.13 -0.01 0.502
H 2.5483 2.3469 -1.3094 0.07 0.00 0.05 -0.232
H 2.8597 3.5542 -0.0457 -0.04 0.00 0.03 0.340
H 1.1554 5.0689 -1.1970 0.17 -0.03 0.00 0.484
H -0.3756 4.0777 -2.7657 -0.15 -0.46 -0.07 0.164
H 0.6529 2.5921 -2.8944 -0.18 0.10 -0.04 -0.025
H 1.0202 2.9604 -5.2165 0.02 0.07 0.12 0.033
H 1.5188 4.5736 -5.7253 -0.10 0.25 -0.01 0.288
H -0.1511 4.2504 -5.0756 0.11 0.17 -0.22 -0.180
H -0.7060 3.5122 -0.6352 0.19 0.35 0.18 0.226
H 0.3511 2.3693 -0.4525 0.16 0.73 0.43 -0.577
C 0.5202 -3.0147 5.0112 0.15 -0.48 -0.25 -1.288
C 1.7919 -2.6708 4.2355 -0.97 0.72 0.62 0.334
C 1.8702 -3.4806 2.9758 1.42 -0.85 -0.48 -0.789
O 0.7587 -3.2641 2.1410 -0.07 0.60 -0.12 -0.200
C 0.9241 -3.8759 0.8836 -0.44 -0.53 -0.47 -0.468
N 1.7078 -1.2450 3.8899 -0.01 -0.03 -0.55 -0.541
H 0.4137 -4.1020 5.0363 0.02 0.03 0.34 0.397
H -0.3606 -2.6477 4.4858 0.03 0.21 0.06 0.134
H 0.5656 -2.6152 6.0221 -0.16 0.00 0.05 0.426
H 2.6485 -2.8581 4.8915 0.16 -0.36 -0.30 0.413
H 1.9677 -4.5619 3.1572 -0.30 0.09 0.45 0.546
H 2.8174 -3.2601 2.4533 -0.28 0.39 -0.18 0.156
H 1.7793 -3.4983 0.3155 0.09 0.03 0.24 0.318
H 0.0198 -3.6696 0.3000 0.00 0.10 0.13 -0.568
H 0.9840 -4.9677 0.9873 0.17 0.09 0.06 0.509
H 1.5808 -0.6584 4.7046 -0.15 -0.06 0.00 0.205
H 2.5057 -0.8998 3.3663 0.11 -0.18 0.04 -0.133
C -3.8325 -3.3455 1.1989 -0.84 -0.66 0.10 -1.119
C -4.5188 -1.9672 1.1159 1.92 0.01 -0.24 0.369
C -4.5701 -1.2528 2.4496 0.35 1.17 -0.58 -0.473
O -5.3663 -1.8428 3.4280 0.31 -0.12 0.53 -0.381
C -6.6607 -2.1491 3.0078 -0.65 -0.53 -0.03 -0.751
N -3.7131 -1.1212 0.1904 -0.54 -0.01 -0.68 -0.248
H -4.1731 -3.9263 2.0665 0.02 0.15 -0.06 0.432
H -2.7404 -3.3253 1.2250 -0.02 0.46 0.13 -0.027
H -4.1149 -3.9277 0.3146 0.11 0.05 0.02 0.334
H -5.4996 -2.0893 0.6629 -0.12 0.11 0.12 0.625
H -4.8396 -0.1978 2.2410 -0.57 -0.25 0.08 0.234
H -3.5564 -1.1092 2.8427 -0.04 -0.61 0.19 0.028
H -7.0791 -1.3767 2.3558 -0.04 0.03 0.03 0.339
H -7.2966 -2.2730 3.8855 0.11 0.29 0.09 0.283
H -6.7158 -3.1226 2.4985 0.15 0.19 -0.22 0.252
H -3.5042 -1.7439 -0.5883 -0.13 0.04 -0.11 0.757
H -2.7685 -0.9165 0.5074 -0.24 -0.14 0.63 -0.662
```
Forces are in eV/Å.

As for the LUMO energy: -0.0173 hartree. Its spin multiplicity is 1. The HOMO-LUMO gap is 7.06 eV. The relative energy (zero: lowest compared OMol25 entry of this formula, charge and spin) is 0.444 eV. The calculation puts the max |F| at 2.0 eV/A. The value obtained for the HOMO energy is -7.527 eV.

***

Number 1: calculated total energy -56120.3687 eV. Number 2: calculated total energy -271656.8329 eV.